Entry 1:
Molecular formula: C3H3NS
Method: DFT, ωB97M-V/def2-TZVPD

Atoms and positions in Å:
C1 -0.0762 2.1621 0.1413
C2 0.8272 1.3498 0.2275
C3 1.6566 0.3325 0.1372
N1 0.4415 -1.3730 0.4080
S1 3.1467 -0.1666 -0.0751
H1 -0.9362 2.7229 0.3360
H2 0.8925 -2.0468 -0.2354
H3 -0.3144 -1.2236 -0.2254

Output
Highest occupied orbital energy (alpha / beta) ... -0.315 / -0.315 Ha
Gap between HOMO and LUMO (alpha / beta) ... 7.11 / 7.11 eV
LUMO level (alpha / beta) ... -1.465 / -1.465 eV
DFT total energy ... -568.86153 hartree

Atom charges from the natural (NBO) analysis, given in e for atoms 1 to 2: number 1, C, carries -0.042; number 2, C, carries -0.172

Entry 2:
Molecular formula: C3H3NS2
Method: DFT, ωB97M-V/def2-TZVPD

Atoms and positions in Å:
C1 -0.6245 2.0985 -0.1553
C2 -0.4814 -0.5717 0.0306
C3 0.9650 -0.5659 -0.0126
N1 -0.7743 3.2423 -0.1164
S1 -1.6450 -1.2035 -1.0233
S2 -1.4669 -1.5090 1.0221
H1 1.2750 0.4296 0.6976
H2 1.4569 -0.5025 -0.9739
H3 1.2952 -1.4177 0.5313

Output
Highest occupied orbital energy (alpha / beta) ... -0.351 / -0.351 Ha
Gap between HOMO and LUMO (alpha / beta) ... 7.17 / 7.17 eV
LUMO level (alpha / beta) ... -2.378 / -2.378 eV
DFT total energy ... -967.05155 hartree

Atom charges from the natural (NBO) analysis, given in e for atoms 1 to 2: number 1, C, carries -0.038; number 2, C, carries -0.136

Entry 3:
Molecular formula: C3H3NS3
Method: DFT, ωB97M-V/def2-TZVPD

Atoms and positions in Å:
N1 2.1973 1.0618 0.1540
C1 1.3535 -0.0345 0.0792
S1 1.8261 -1.5408 -0.0690
C2 0.0050 0.3755 0.0407
S2 -0.4847 1.9201 -0.1540
C3 -1.0737 -0.8145 -0.1811
S3 -2.6837 -0.7330 0.1497
H1 1.7698 2.0334 0.5436
H2 3.1663 0.8070 0.5556
H3 -0.5482 -1.7719 -0.6355

Output
Highest occupied orbital energy ... -0.323 Ha
Gap between HOMO and LUMO ... 6.43 eV
Structure (SMILES) ... NC(=S)C(=S)C=S
LUMO level ... -2.362 eV
DFT total energy ... -1365.34526 hartree

Atom charges from the natural (NBO) analysis, given in e for atoms 1 to 2: number 1, N, carries -0.781; number 2, C, carries -0.063

Entry 4:
Molecular formula: C3H3NaO2
Method: DFT, ωB97M-V/def2-TZVPD

Atoms and positions in Å:
C1 -2.3739 1.7819 0.0231
C2 -3.6577 1.5060 0.0127
H1 -4.4103 2.3063 0.0073
H2 -1.7778 2.6935 0.0840
H3 -4.0346 0.4777 0.0096
O1 0.6608 0.1956 0.0387
C3 -0.4006 -0.3052 -0.0137
O2 -1.1122 -1.2324 0.0017
Na1 2.6676 1.2497 0.0192

Output
Highest occupied orbital energy (alpha / beta) ... -0.460 / -0.495 Ha
Multiplicity ... 2
Gap between HOMO and LUMO (alpha / beta) ... 7.62 / 8.51 eV
<S²> ... 0.761
Total charge ... +1
LUMO level (alpha / beta) ... -4.897 / -4.967 eV
DFT total energy ... -428.58882 hartree

Atom charges from the natural (NBO) analysis, given in e for atoms 1 to 2: number 1, C, carries -0.135; number 2, C, carries -0.491